# 1
{"formula": "C54H114N6O6", "method": "ωB97M-V/def2-TZVPD", "elements": ["C", "C", "C", "C", "C", "C", "C", "C", "C", "N", "O", "H", "H", "H", "H", "H", "H", "H", "H", "H", "H", "H", "H", "H", "H", "H", "H", "H", "H", "H", "C", "C", "C", "C", "C", "C", "C", "C", "C", "N", "O", "H", "H", "H", "H", "H", "H", "H", "H", "H", "H", "H", "H", "H", "H", "H", "H", "H", "H", "H", "C", "C", "C", "C", "C", "C", "C", "C", "C", "N", "O", "H", "H", "H", "H", "H", "H", "H", "H", "H", "H", "H", "H", "H", "H", "H", "H", "H", "H", "H", "C", "C", "C", "C", "C", "C", "C", "C", "C", "N", "O", "H", "H", "H", "H", "H", "H", "H", "H", "H", "H", "H", "H", "H", "H", "H", "H", "H", "H", "H", "C", "C", "C", "C", "C", "C", "C", "C", "C", "N", "O", "H", "H", "H", "H", "H", "H", "H", "H", "H", "H", "H", "H", "H", "H", "H", "H", "H", "H", "H", "C", "C", "C", "C", "C", "C", "C", "C", "C", "N", "O", "H", "H", "H", "H", "H", "H", "H", "H", "H", "H", "H", "H", "H", "H", "H", "H", "H", "H", "H"], "xyz": [[-2.88392, 2.94440, -2.91563], [-3.81325, 2.15008, -1.99997], [-5.17793, 2.03684, -2.71259], [-3.20776, 0.77237, -1.74120], [-3.88214, -0.04914, -0.62613], [-3.94691, 0.88671, 0.56738], [-4.57301, 2.27859, 0.41079], [-6.09096, 2.13282, 0.25956], [-4.24223, 3.05166, 1.69601], [-3.87969, 2.91343, -0.72538], [-4.34525, 4.22866, -0.91724], [-3.41454, 3.69364, -3.50742], [-2.00378, 3.28656, -2.37054], [-2.48560, 2.34254, -3.74214], [-5.88988, 1.50604, -2.09071], [-5.56644, 3.03719, -2.89229], [-5.04027, 1.44651, -3.61952], [-3.18701, 0.21625, -2.68501], [-2.14797, 0.78783, -1.45712], [-4.88725, -0.37597, -0.92507], [-3.45901, -1.02017, -0.37162], [-2.96005, 0.97403, 1.03744], [-4.52552, 0.38728, 1.35677], [-6.39246, 1.15722, -0.12889], [-6.53721, 2.92530, -0.33927], [-6.62957, 2.11985, 1.21324], [-4.82799, 3.96948, 1.76546], [-3.22022, 3.43719, 1.65129], [-4.35685, 2.38819, 2.55051], [-3.62810, 4.70908, -1.34782], [0.75187, 4.74570, 2.02740], [0.86623, 3.41023, 1.26439], [-0.22083, 3.43489, 0.18287], [2.23983, 3.36626, 0.57415], [3.38344, 3.06275, 1.54922], [3.10456, 1.80205, 2.39923], [1.69095, 1.73552, 3.03733], [1.49074, 0.22682, 3.28069], [1.63170, 2.46529, 4.38106], [0.67996, 2.22341, 2.10187], [-0.61956, 2.08563, 2.60884], [-0.22742, 4.67463, 2.51168], [1.48210, 4.87402, 2.82538], [0.80847, 5.60421, 1.36070], [0.00731, 4.21607, -0.54254], [-0.33775, 2.46784, -0.29701], [-1.19568, 3.69927, 0.60133], [2.27024, 2.56426, -0.16506], [2.36415, 4.36145, 0.14667], [4.33585, 2.93308, 1.03343], [3.51180, 3.93727, 2.19506], [3.84999, 1.85644, 3.19866], [3.41930, 0.94061, 1.80982], [1.43276, -0.23404, 2.29414], [0.63542, -0.03178, 3.90390], [2.40042, -0.16988, 3.73669], [2.42857, 2.04605, 4.99918], [0.63910, 2.47248, 4.83101], [1.84994, 3.53881, 4.35573], [-1.09097, 1.47869, 2.02393], [-1.53058, 7.06679, -2.19150], [-0.40097, 7.80019, -2.93242], [-0.90175, 9.20447, -3.34590], [0.71156, 7.93539, -1.86790], [1.63231, 6.71084, -1.81142], [2.10361, 6.21026, -3.18379], [0.97232, 6.01942, -4.18159], [1.64695, 5.95696, -5.54931], [0.24003, 4.68231, -3.92509], [0.06008, 7.15738, -4.16612], [-1.02388, 6.97603, -5.03290], [-1.19351, 6.12478, -1.75165], [-2.03879, 7.69119, -1.45894], [-2.29958, 6.74670, -2.90543], [-0.72238, 9.89875, -2.52390], [-0.37188, 9.58257, -4.22112], [-1.95864, 9.21517, -3.61411], [1.40056, 8.75381, -2.09408], [0.33564, 7.94091, -0.84512], [2.50048, 6.96335, -1.20042], [1.09666, 5.88050, -1.34358], [2.49944, 5.22772, -2.91045], [2.92861, 6.80208, -3.57987], [2.29694, 5.08442, -5.62878], [2.23468, 6.85158, -5.75386], [0.89311, 5.85424, -6.33450], [-0.55781, 4.47544, -4.64511], [-0.29321, 4.58514, -2.97630], [0.80626, 3.74620, -3.93901], [-0.86767, 7.54019, -5.79915], [-0.97891, -1.12082, 6.34081], [-1.49110, -2.33126, 5.50434], [-0.34589, -2.66501, 4.51162], [-1.78788, -3.41695, 6.54273], [-2.51450, -4.61346, 5.95010], [-3.81527, -4.20798, 5.19410], [-3.59016, -2.98853, 4.27667], [-2.90673, -3.46921, 2.97399], [-4.96494, -2.41815, 3.92232], [-2.79806, -1.97152, 4.97050], [-2.71389, -0.80293, 4.18642], [-0.01387, -1.34624, 6.79206], [-0.85082, -0.27086, 5.67093], [-1.69494, -0.91104, 7.13635], [0.63986, -2.47945, 4.92610], [-0.45855, -3.72762, 4.28646], [-0.52272, -2.08704, 3.60715], [-0.99761, -3.87147, 7.14977], [-2.45098, -3.06003, 7.33890], [-1.84525, -5.18287, 5.29857], [-2.80187, -5.32569, 6.72699], [-4.69537, -4.07344, 5.82726], [-4.16368, -5.03811, 4.57173], [-3.60945, -3.80157, 2.19565], [-2.26404, -4.34681, 3.03901], [-2.48076, -2.63571, 2.41672], [-4.95047, -1.48241, 3.36283], [-5.54330, -2.15098, 4.81227], [-5.53035, -3.18282, 3.39049], [-3.07661, -0.08985, 4.72181], [2.49602, -6.79599, -0.17585], [4.01381, -6.62716, -0.29070], [4.41494, -5.27212, 0.29801], [4.73938, -7.67659, 0.55296], [4.71186, -9.09857, -0.03084], [5.46216, -8.96661, -1.35341], [4.88318, -7.93935, -2.34565], [5.90934, -7.70071, -3.45741], [3.59807, -8.52430, -2.99692], [4.54269, -6.67526, -1.64597], [4.04004, -5.72761, -2.54548], [1.92678, -6.01804, -0.68690], [2.11749, -7.77142, -0.49487], [2.09891, -6.78792, 0.84628], [5.39672, -4.90355, -0.01466], [3.71327, -4.47919, 0.02902], [4.55191, -5.28241, 1.38241], [5.79583, -7.50395, 0.77361], [4.31556, -7.72348, 1.56299], [5.29277, -9.72037, 0.65124], [3.72144, -9.52218, -0.18834], [5.34363, -9.95596, -1.82613], [6.55212, -8.98261, -1.29100], [6.90538, -7.90942, -3.05227], [5.98131, -6.69022, -3.85185], [5.81630, -8.44076, -4.25161], [3.91713, -9.42952, -3.51534], [3.08273, -7.75602, -3.57096], [2.82216, -8.86804, -2.30534], [4.74072, -5.06891, -2.63040], [-0.68567, -1.66408, 0.75908], [0.03554, -1.79193, -0.59520], [1.21622, -2.76020, -0.31739], [-0.89217, -2.43945, -1.62400], [-0.32875, -2.49317, -3.04759], [0.13916, -1.09338, -3.47915], [0.99462, -0.30556, -2.46408], [2.48083, -0.68233, -2.57174], [0.87720, 1.17654, -2.88202], [0.52321, -0.51953, -1.09691], [1.15932, 0.31999, -0.11920], [0.08696, -1.48660, 1.51360], [-1.49207, -0.95019, 0.93892], [-1.02395, -2.63463, 1.12357], [0.87465, -3.53891, 0.36580], [1.58468, -3.20813, -1.24003], [2.04906, -2.21174, 0.12643], [-1.14854, -3.45869, -1.33084], [-1.79603, -1.82668, -1.63548], [0.55285, -3.13212, -3.11198], [-1.11264, -2.84080, -3.71805], [-0.68353, -0.45354, -3.80423], [0.82493, -1.17668, -4.32682], [3.04979, -0.12377, -1.82489], [2.93750, -0.39781, -3.52350], [2.62950, -1.75303, -2.43108], [1.66358, 1.77873, -2.42320], [-0.07929, 1.60242, -2.57192], [0.93089, 1.34950, -3.95841], [0.36833, 0.79647, 0.14171]], "mulliken_charge": [-2.21, 2.40, -1.90, -0.91, -1.11, 0.94, 1.81, -2.10, -1.70, 0.98, -0.63, 0.35, 0.19, 0.51, 0.40, 0.42, 0.36, 0.88, -0.42, 0.59, 0.60, -1.90, 0.36, 0.41, 0.30, 0.47, 0.45, 0.04, 0.43, 0.31, -1.72, 1.87, -0.20, 0.09, -1.38, -1.25, 1.72, -1.07, -1.90, 1.35, -0.54, 0.38, 0.36, 0.25, -0.67, -0.10, -0.33, -0.26, 0.14, 0.49, 0.38, 0.58, 0.42, -0.05, -0.35, 0.58, 0.47, 0.31, 0.32, 0.02, -1.63, 2.13, -1.90, -1.81, 1.18, -1.67, 1.90, -2.02, -1.77, 0.15, -0.46, -0.18, 0.61, 0.48, 0.44, 0.42, 0.35, 0.50, 0.37, 0.64, -1.11, 0.38, 0.43, 0.33, 0.48, 0.46, 0.42, 0.09, 0.54, 0.36, -2.15, 1.98, -1.27, -1.40, -0.71, -1.44, 2.13, -1.34, -1.85, 0.09, -0.19, 0.46, 0.32, 0.42, 0.56, 0.35, -0.08, 0.37, 0.43, 0.30, 0.50, 0.45, 0.37, 0.58, 0.32, -0.23, 0.03, 0.49, 0.45, 0.25, -1.57, 1.84, -1.73, -1.50, -0.65, -1.43, 1.62, -1.60, -1.76, 0.25, -0.45, 0.21, 0.35, 0.43, 0.46, 0.07, 0.41, 0.41, 0.54, 0.38, 0.34, 0.38, 0.44, 0.38, 0.29, 0.36, 0.52, 0.34, 0.37, 0.33, -2.28, 2.34, -2.31, -0.71, -1.05, -1.32, 1.52, -1.63, -2.35, 1.06, 0.16, 0.30, -0.30, 0.99, 0.39, 0.30, 0.32, 0.28, 0.04, 0.30, 0.49, 0.52, 0.43, 0.18, 0.45, 0.31, 0.48, 0.28, 0.64, -0.38], "gap_ev": 8.51, "e_homo_ev": -7.95, "multiplicity": 1, "total_charge": 0, "de_lowest_kj_mol": 257.8, "smiles": "CC1(C)CCCC(C)(C)N1O.CC1(C)CCCC(C)(C)N1O.CC1(C)CCCC(C)(C)N1O.CC1(C)CCCC(C)(C)N1O.CC1(C)CCCC(C)(C)N1O.CC1(C)CCCC(C)(C)N1O", "energy_ha": -2905.568766}

# 2
{"formula": "C3H4Br2O", "method": "ωB97M-V/def2-TZVPD", "elements": ["C", "C", "C", "O", "Br", "Br", "H", "H", "H", "H"], "xyz": [[0.92655, 1.71287, -0.01601], [0.95329, 0.19689, 0.15200], [-0.22449, -0.57102, -0.31152], [1.67325, 0.88452, -0.85534], [-0.58821, 2.61755, -0.62849], [1.95761, -0.61833, 1.57620], [1.75580, 2.42594, 0.85497], [0.09636, -1.50358, -0.66395], [-0.64485, 0.03296, -1.15288], [-1.11071, -0.62875, 0.41226]], "mulliken_charge": [-0.06, 0.57, -1.17, -0.33, -0.12, -0.15, 0.28, 0.36, 0.34, 0.28], "gap_ev": 10.73, "e_homo_ev": -10.09, "multiplicity": 1, "total_charge": 0, "de_lowest_kj_mol": 130.8, "energy_ha": -5339.894395}

# 3
{"formula": "C70H50F5GeNP3SeZr", "method": "ωB97M-V/def2-TZVPD", "elements": ["Zr", "F", "Ge", "C", "C", "C", "C", "C", "C", "P", "C", "C", "C", "C", "C", "C", "C", "C", "C", "C", "C", "C", "C", "C", "C", "C", "C", "C", "P", "C", "C", "C", "C", "C", "C", "C", "C", "C", "C", "C", "C", "C", "C", "C", "C", "C", "C", "P", "C", "C", "C", "C", "C", "C", "C", "C", "C", "C", "C", "C", "H", "H", "H", "H", "H", "H", "H", "H", "H", "H", "H", "H", "H", "H", "H", "H", "H", "H", "H", "H", "H", "H", "H", "H", "H", "H", "H", "H", "H", "H", "H", "H", "H", "H", "H", "H", "H", "H", "H", "H", "H", "H", "Se", "C", "N", "F", "C", "C", "C", "C", "C", "C", "H", "H", "H", "H", "F", "C", "F", "F", "C", "C", "C", "C", "C", "C", "C", "C", "H", "H", "H", "H"], "xyz": [[0.27761, 0.23904, -0.19391], [2.01274, 4.81708, -0.40230], [1.13762, 3.46719, 0.32989], [1.17996, 2.37728, -1.36578], [2.50429, 2.39906, -1.82215], [2.81847, 2.06922, -3.12802], [1.81713, 1.65904, -3.99081], [0.50164, 1.62748, -3.56126], [0.14415, 2.00333, -2.26274], [-1.56438, 2.54873, -1.79397], [-1.54790, 4.07006, -2.83639], [-2.44654, 4.26210, -3.88598], [-2.38698, 5.41881, -4.65463], [-1.43328, 6.38741, -4.39212], [-0.53168, 6.20018, -3.35340], [-0.59172, 5.05357, -2.57906], [-2.87565, 1.56873, -2.60146], [-4.14742, 1.94916, -2.17059], [-5.28833, 1.38181, -2.72029], [-5.17283, 0.41187, -3.70286], [-3.91325, 0.00993, -4.12422], [-2.77286, 0.57982, -3.57780], [-0.44023, 4.40623, 0.95356], [-0.51465, 5.78348, 0.75383], [-1.62532, 6.48914, 1.19315], [-2.66180, 5.82611, 1.83519], [-2.58219, 4.45829, 2.05744], [-1.46863, 3.74973, 1.62334], [-1.22365, 1.97722, 1.91823], [-2.88786, 1.25476, 2.04120], [-3.42069, 0.53582, 0.97803], [-4.70158, 0.00597, 1.05537], [-5.46552, 0.20006, 2.19466], [-4.94560, 0.92181, 3.26164], [-3.66321, 1.44129, 3.19037], [-0.61366, 1.92114, 3.63432], [-0.87525, 0.81483, 4.44444], [-0.48771, 0.82039, 5.77437], [0.19337, 1.90847, 6.30258], [0.49300, 2.99393, 5.49340], [0.08211, 3.00601, 4.16720], [2.40022, 3.05565, 1.78145], [2.79008, 4.28688, 2.33136], [3.71487, 4.37237, 3.35533], [4.30679, 3.21479, 3.84118], [3.93553, 1.99376, 3.31152], [2.96533, 1.88973, 2.30706], [2.53888, 0.20725, 1.73984], [2.17073, -0.78245, 3.22684], [2.35365, -0.32760, 4.52778], [2.16508, -1.18568, 5.60296], [1.76946, -2.49601, 5.39513], [1.53685, -2.94570, 4.10236], [1.73410, -2.09540, 3.02834], [4.17763, -0.44911, 1.23277], [4.37900, -1.82361, 1.12485], [5.58317, -2.32715, 0.65858], [6.60187, -1.46593, 0.27910], [6.40848, -0.09576, 0.37122], [5.20595, 0.40998, 0.84522], [3.30208, 2.70866, -1.15484], [3.84610, 2.11659, -3.46511], [2.05728, 1.39008, -5.01169], [-0.26886, 1.39572, -4.27845], [-3.19382, 3.51895, -4.11170], [-3.09052, 5.55606, -5.46630], [-1.38694, 7.28408, -4.99769], [0.22412, 6.94764, -3.14484], [0.13227, 4.92920, -1.78654], [-4.25112, 2.70296, -1.39575], [-6.26422, 1.70022, -2.37548], [-6.05931, -0.03607, -4.13440], [-3.81443, -0.75823, -4.88106], [-1.81136, 0.20752, -3.89361], [0.28492, 6.30321, 0.23982], [-1.68482, 7.55715, 1.02514], [-3.53387, 6.37492, 2.16734], [-3.39299, 3.94797, 2.56083], [-2.83694, 0.34820, 0.08926], [-5.09114, -0.56357, 0.21974], [-6.46260, -0.21744, 2.25817], [-5.53521, 1.07043, 4.15732], [-3.26320, 1.98284, 4.03720], [-1.42152, -0.03720, 4.06128], [-0.71993, -0.03441, 6.39700], [0.48828, 1.91064, 7.34497], [1.02104, 3.84844, 5.89805], [0.27635, 3.88258, 3.56369], [2.37225, 5.21035, 1.94472], [3.98571, 5.34051, 3.75691], [5.05548, 3.26255, 4.62152], [4.41568, 1.09375, 3.67539], [2.61690, 0.70145, 4.72547], [2.31670, -0.81522, 6.60941], [1.62461, -3.16254, 6.23589], [1.19097, -3.95606, 3.92641], [1.51896, -2.45726, 2.03110], [3.60068, -2.52036, 1.39933], [5.71994, -3.39857, 0.58620], [7.54141, -1.86011, -0.08734], [7.19732, 0.58763, 0.08085], [5.07871, 1.48364, 0.90166], [-2.18924, -2.83775, 2.75588], [-1.16891, -1.68683, 1.94608], [-0.46892, -0.88290, 1.43548], [4.37087, -2.88066, -4.04332], [3.52565, -2.25147, -3.21373], [4.00078, -1.22597, -2.42464], [3.10432, -0.59180, -1.57840], [1.74344, -0.91852, -1.49137], [1.33799, -1.99350, -2.30940], [2.20643, -2.65542, -3.16436], [5.04650, -0.94643, -2.45952], [3.51047, 0.18679, -0.96242], [0.31109, -2.32464, -2.28963], [1.87344, -3.47608, -3.78691], [-7.41379, -4.79332, -2.99550], [-6.19738, -5.33221, -3.18935], [-6.15524, -6.46495, -2.46918], [-6.11065, -5.67360, -4.48164], [-5.10865, -4.38216, -2.77616], [-4.10338, -4.02411, -3.66028], [-3.11366, -3.14697, -3.24744], [-3.12540, -2.63356, -1.94953], [-4.13674, -3.01354, -1.06107], [-5.12564, -3.88348, -1.47879], [-2.11964, -1.70529, -1.53737], [-1.30246, -0.86843, -1.19394], [-4.09409, -4.42302, -4.66493], [-2.32371, -2.85462, -3.92717], [-4.13260, -2.62404, -0.05126], [-5.91450, -4.17812, -0.79831]], "mulliken_charge": [-2.10, -0.36, 1.91, -0.05, -1.10, -1.21, -0.97, -1.34, 2.01, 1.88, 0.97, -0.89, -0.80, -0.70, -1.44, -0.21, 1.40, -0.61, -0.81, -0.85, -0.37, -0.60, 0.36, -0.47, -1.01, -0.87, -0.99, 0.12, 2.54, 0.46, 0.33, -0.75, -1.06, -0.99, -0.60, 0.44, 0.20, -0.97, -0.87, -0.76, -0.54, -1.58, -0.39, -0.93, -1.14, -0.71, 0.97, 2.47, 1.25, -0.70, -0.96, -0.84, -1.16, -1.21, 0.40, -0.82, -0.69, -0.72, -0.85, -0.01, 0.62, 0.42, 0.52, 0.67, 0.42, 0.45, 0.40, 0.50, 0.74, 0.39, 0.48, 0.39, 0.46, -0.20, 0.60, 0.43, 0.44, 0.45, -0.64, 0.79, 0.47, 0.45, 0.63, 0.30, 0.48, 0.40, 0.50, 0.38, 0.43, 0.47, 0.45, 0.82, 0.51, 0.47, 0.42, 0.52, 0.71, 0.33, 0.45, 0.42, 0.45, 0.38, -0.03, 0.10, -0.55, -0.38, 0.03, -1.40, -0.05, 2.69, -0.84, -0.92, 0.61, 0.57, 0.35, 0.54, -0.26, 0.77, -0.25, -0.28, 0.38, -0.81, -0.54, 0.21, -0.34, -1.20, 0.73, 0.24, 0.49, 0.55, 0.65, 0.42], "gap_ev": 6.70, "e_homo_ev": -10.56, "multiplicity": 1, "total_charge": 1, "energy_ha": -8800.880552}

# 4
{"formula": "C3H3BF6", "method": "ωB97M-V/def2-TZVPD", "elements": ["B", "C", "C", "C", "F", "F", "F", "F", "F", "F", "H", "H", "H"], "xyz": [[1.59630, 0.52481, -0.84731], [1.06866, 0.32916, -2.17987], [2.86915, -1.14168, 0.46274], [1.88534, 1.95383, -0.13071], [4.18316, -0.90459, 0.11509], [2.57473, -2.37386, 0.01783], [2.70467, -0.90111, 1.74378], [2.03934, 2.05394, 1.15664], [0.75281, 2.86003, -0.33604], [2.95553, 2.63866, -0.59149], [0.03063, 0.93938, -2.18283], [0.73680, -0.68849, -2.44559], [1.59512, 0.57937, -3.09914]], "mulliken_charge": [0.06, -0.70, 0.35, 0.70, -0.23, -0.21, -0.18, -0.22, -0.30, -0.26, 0.30, 0.31, 0.37], "gap_ev": 8.56, "e_homo_ev": -9.67, "multiplicity": 1, "total_charge": 0, "energy_ha": -740.051271}